# 1
Here is C23H27AsN3O6SW as an isolated structure from the OMol25 dataset. Energies are from wB97M-V/def2-TZVPD.

Output
lowest unoccupied orbital energy = -11.21 eV
energy above the lowest of the compared OMol25 structures with the same formula, charge and spin = 0.137 eV
charge = +3
HOMO energy = -0.66796 hartree

Geometry (Å):
W -4.28 -13.65 7.08
As -4.24 -13.15 11.05
S -5.14 -14.28 9.34
O -6.28 -12.47 7.19
O -3.64 -12.17 8.06
O -4.00 -9.20 7.27
O -0.57 -14.77 7.98
O -4.87 -12.35 3.29
O -4.64 -13.15 5.39
N -2.71 -14.80 7.10
N -2.69 -12.19 6.91
N -4.86 -15.72 6.77
C -1.64 -10.14 6.12
C -4.28 -18.03 6.67
C -4.39 -11.25 10.92
C -5.31 -13.92 12.46
C -2.54 -16.20 6.84
C -6.52 -17.34 6.05
C -8.41 -11.84 6.47
C -1.38 -12.70 7.22
C -6.25 -11.46 5.08
C -6.36 -11.07 7.46
C -0.54 -10.54 6.75
C -5.67 -10.43 6.20
C -7.08 -12.39 5.96
C -7.88 -10.81 7.49
C -4.16 -10.15 6.52
C -5.26 -12.25 4.38
C -3.95 -16.71 6.75
C -2.89 -10.94 6.02
C -1.46 -14.16 7.52
C -6.13 -16.03 6.40
C -2.37 -13.58 11.12
C -0.32 -11.93 7.15
C -5.64 -18.34 6.30
H -1.70 -9.11 5.82
H -8.13 -9.73 7.19
H -4.98 -13.49 13.39
H -6.02 -9.48 5.89
H -3.55 -18.81 6.82
H -2.05 -16.33 5.86
H -2.08 -13.00 12.02
H -9.04 -12.63 6.87
H -3.52 -10.86 10.35
H -7.57 -17.37 5.79
H -4.39 -10.90 11.96
H -6.79 -10.88 4.28
H -5.33 -10.95 10.46
H -5.91 -19.39 6.28
H 0.30 -9.88 6.88
H 0.65 -12.44 7.47
H -1.93 -16.65 7.62
H -2.27 -14.64 11.30
H -8.95 -11.41 5.64
H -6.38 -13.86 12.27
H -5.02 -14.98 12.30
H -7.17 -13.43 5.60
H -6.88 -15.26 6.54
H -5.84 -10.83 8.39
H -8.35 -10.97 8.47
H -1.91 -13.21 10.19
H -2.97 -11.21 4.94

***

# 2
Here is C23H27BF5IrN3O3S4Sb as an isolated structure from the OMol25 dataset. Energies are from wB97M-V/def2-TZVPD.

Output
lowest unoccupied orbital energy = 3.39 eV
energy above the lowest of the compared OMol25 structures with the same formula, charge and spin = 0.000 eV
charge = -2
HOMO energy = -0.02001 hartree

Geometry (Å):
Ir 0.91 0.06 2.65
Sb 2.08 -3.44 5.76
S 1.94 -0.69 4.96
S 3.07 -0.26 3.28
S 4.09 -4.03 4.81
S 0.37 -4.65 4.73
F 0.08 5.94 4.46
F 2.15 2.90 1.57
F 1.75 5.40 2.37
F -1.16 3.88 5.75
F -0.78 1.37 4.99
O 0.92 -2.10 2.47
O -0.09 0.74 -0.21
O 2.06 -0.09 -0.20
N -2.90 1.81 1.57
N -1.32 0.09 2.41
N 1.28 -3.93 1.23
C 1.61 0.02 -1.47
C 2.25 -0.30 -2.65
C -2.24 2.96 0.96
C -1.03 -3.27 1.77
C 0.46 -3.07 1.84
C -0.10 2.31 4.31
C 0.30 4.67 4.08
C -4.23 1.47 1.12
C 2.72 -3.68 1.30
C -0.47 0.56 -5.21
C 1.14 4.39 3.02
C -2.10 0.85 2.03
C -1.94 0.95 -5.04
C 1.54 -0.11 -3.83
C 1.34 3.07 2.64
C -0.32 3.62 4.72
C -0.42 -0.74 -6.02
C 0.23 1.67 -6.00
C 0.24 0.38 -3.86
C 0.79 -5.07 0.50
C 0.75 1.97 3.26
C -0.39 0.70 -2.65
C 0.32 0.52 -1.48
B 1.00 0.33 0.68
H -0.26 1.82 -6.97
H -2.41 1.03 -6.02
H -4.90 2.31 1.31
H 3.25 -4.62 1.16
H -2.05 1.92 -4.54
H -2.49 0.21 -4.46
H -1.40 1.08 -2.60
H -4.25 1.24 0.05
H -0.89 -1.56 -5.46
H -2.71 3.88 1.31
H -1.44 -2.55 1.06
H 0.20 2.61 -5.45
H -4.59 0.60 1.68
H -1.41 -3.04 2.76
H -2.29 2.90 -0.13
H -1.19 2.96 1.25
H -1.32 -4.28 1.50
H 2.98 -3.28 2.27
H 1.28 1.42 -6.18
H 0.60 -1.04 -6.24
H 1.65 -5.61 0.10
H 3.02 -2.96 0.53
H 3.26 -0.68 -2.64
H 0.16 -4.78 -0.34
H 0.24 -5.75 1.15
H -0.96 -0.62 -6.96
H 2.04 -0.36 -4.77

***

# 3
Here is C23H27BN8O3PtS as an isolated structure from the OMol25 dataset. Energies are from wB97M-V/def2-TZVPD.

Output
2S+1 = 2
lowest unoccupied orbital energy (alpha / beta) = -12.94 / -13.02 eV
charge = +3
HOMO energy (alpha / beta) = -0.60633 / -0.60598 hartree

Geometry (Å):
Pt 0.14 -0.87 -1.09
S -2.21 -1.43 -1.49
O -1.54 -2.64 -1.02
O -1.56 -0.93 -2.71
O -2.06 -0.38 -0.45
N 3.88 0.83 2.33
N 2.29 -0.90 -1.08
N 0.66 1.36 -1.26
N 1.32 0.13 1.56
N 2.96 -0.01 -0.33
N 0.62 -0.92 1.13
N 3.27 1.64 1.50
N 1.31 1.88 -0.21
C 4.67 2.92 2.65
C 2.67 -2.65 -2.75
C 4.28 -0.16 -0.58
C 3.16 -1.62 -1.82
C -5.93 -0.21 -2.09
C 3.74 2.93 1.65
C -6.64 -0.90 -1.07
C 0.00 -1.49 2.19
C -4.69 -2.27 -0.65
C 4.76 1.54 3.06
C 1.01 3.19 -0.10
C -4.60 -0.48 -2.30
C -7.93 -0.38 -0.60
C -3.98 -1.49 -1.57
C 4.45 -1.16 -1.52
C 1.15 0.28 2.90
C 5.64 0.93 4.03
C -0.85 -2.67 2.12
C 0.35 -0.74 3.34
C -6.02 -2.01 -0.45
C -0.90 2.11 -3.03
C 0.17 3.52 -1.15
C -0.05 2.32 -1.86
B 2.22 0.97 0.62
H -4.02 0.08 -3.03
H -1.08 -3.05 3.11
H 0.05 -0.95 4.35
H -0.22 4.49 -1.39
H -0.46 1.39 -3.72
H 2.01 -2.19 -3.48
H -8.71 -0.63 -1.33
H 5.38 -1.51 -1.93
H 6.36 0.27 3.53
H -0.39 -3.46 1.51
H 1.59 1.08 3.45
H -6.60 -2.62 0.24
H 5.08 0.23 4.66
H -1.10 3.05 -3.54
H 5.03 0.44 -0.12
H 2.08 -3.40 -2.22
H 3.41 3.74 1.04
H -4.17 -3.06 -0.14
H -7.95 0.71 -0.59
H -1.79 -2.43 1.60
H 6.18 1.67 4.62
H 1.35 3.81 0.71
H -1.85 1.68 -2.72
H -8.24 -0.78 0.36
H -6.43 0.58 -2.63
H 5.22 3.74 3.05
H 3.49 -3.14 -3.27

***

# 4
Here is C23H27BrCdP2Se as an isolated structure from the OMol25 dataset. Energies are from wB97M-V/def2-TZVPD.

Output
lowest unoccupied orbital energy = 3.93 eV
charge = -2
HOMO energy = -0.01265 hartree

Geometry (Å):
Cd -0.65 1.17 -1.08
Br -7.49 -0.12 -1.18
Se -0.10 -3.14 -2.75
P 2.09 0.90 -0.74
P 0.00 1.17 1.77
C 2.14 2.27 0.40
C -2.81 0.61 -1.40
C 1.17 1.08 3.19
C 2.74 1.54 -2.36
C 0.09 -7.24 -0.43
C 1.19 -6.78 -1.16
C 3.33 2.86 0.81
C -1.10 -5.23 -1.03
C -1.46 1.84 2.69
C -3.70 1.19 -2.31
C -1.05 -6.44 -0.37
C -5.08 0.99 -2.26
C -4.76 -0.45 -0.35
C 0.97 3.87 1.91
C -3.39 -0.21 -0.42
C 1.14 -5.57 -1.83
C 3.56 -0.15 -0.32
C 0.80 2.74 0.94
C 2.18 4.40 2.24
C -0.02 -4.76 -1.79
C -0.14 3.14 -0.21
C -5.58 0.17 -1.27
C 3.40 3.90 1.72
H -1.99 -4.61 -0.98
H -3.33 1.83 -3.10
H 4.48 0.42 -0.43
H -1.86 1.06 3.33
H -1.90 -6.78 0.20
H -1.19 2.70 3.31
H 1.99 -5.21 -2.39
H 3.46 -0.50 0.71
H 2.89 0.71 -3.05
H -2.76 -0.70 0.31
H -5.74 1.47 -2.97
H 4.34 4.36 1.99
H 4.26 2.49 0.38
H 0.35 3.89 -0.83
H 0.06 4.31 2.31
H 2.02 2.24 -2.79
H -5.17 -1.10 0.42
H -1.07 3.58 0.18
H -2.24 2.14 1.98
H 3.69 2.07 -2.20
H 0.13 -8.19 0.08
H 2.14 0.75 2.82
H 1.28 2.09 3.60
H 2.09 -7.38 -1.22
H 2.21 5.25 2.93
H 0.82 0.39 3.96
H 3.58 -1.01 -0.99